Record 1
Entry from OMol25: C53H50OP2SSi2V as an isolated structure (ωB97M-V/def2-TZVPD).

Multiplicity   2
Lowest unoccupied orbital energy (alpha / beta)   0.1476 / 0.1481 eV
Frontier orbital gap (alpha / beta)   6.76 / 6.28 eV
Calculated total energy   -4728.70968 Eh
ΔE to the lowest compared entry with this formula, charge and spin   0.0 kcal per mole
HOMO level (alpha / beta)   -6.61 / -6.13 eV

Atoms and positions in Å:
V 0.476 0.175 0.459
C 1.334 0.768 4.249
Si 0.180 0.147 2.840
C -0.311 -1.654 3.294
C -0.227 -2.227 4.555
C -0.668 -3.519 4.785
C -1.216 -4.263 3.751
C -1.295 -3.721 2.482
C -0.823 -2.431 2.255
P -0.891 -1.706 0.582
C -2.704 -1.988 0.352
C -3.282 -2.948 -0.470
C -4.656 -3.119 -0.481
C -5.466 -2.349 0.336
C -4.897 -1.390 1.161
C -3.527 -1.209 1.165
C -0.179 -3.021 -0.456
C -0.447 -2.965 -1.824
C 0.046 -3.932 -2.677
C 0.831 -4.955 -2.172
C 1.141 -4.992 -0.821
C 0.652 -4.023 0.035
C -1.454 1.094 3.257
C -2.072 1.068 4.499
C -3.190 1.845 4.754
C -3.716 2.652 3.758
C -3.135 2.677 2.502
C -2.007 1.899 2.258
P -1.107 1.901 0.679
C 0.032 3.305 0.959
C 1.188 3.334 0.181
C 2.116 4.346 0.337
C 1.893 5.339 1.278
C 0.748 5.317 2.058
C -0.180 4.302 1.907
C -2.309 2.671 -0.463
C -2.016 3.795 -1.233
C -2.962 4.298 -2.107
C -4.197 3.680 -2.230
C -4.475 2.530 -1.504
C -3.529 2.017 -0.641
H 0.814 0.839 5.199
H 2.179 0.100 4.372
H 1.721 1.754 4.012
H 0.193 -1.653 5.367
H -0.599 -3.946 5.776
H -1.576 -5.265 3.934
H -1.719 -4.300 1.667
H -2.668 -3.579 -1.095
H -5.096 -3.871 -1.121
H -6.536 -2.500 0.337
H -5.524 -0.791 1.807
H -3.076 -0.469 1.814
H -1.062 -2.153 -2.195
H -0.194 -3.904 -3.732
H 1.213 -5.711 -2.839
H 1.765 -5.783 -0.435
H 0.904 -4.046 1.086
H -1.672 0.431 5.274
H -3.646 1.828 5.733
H -4.580 3.272 3.963
H -3.551 3.308 1.724
H 1.343 2.561 -0.568
H 3.009 4.357 -0.273
H 2.614 6.133 1.400
H 0.575 6.096 2.786
H -1.067 4.285 2.523
H -1.056 4.284 -1.127
H -2.740 5.185 -2.683
H -4.943 4.095 -2.890
H -5.433 2.039 -1.608
H -3.730 1.115 -0.076
C 5.185 2.939 -2.110
C 4.080 2.259 -2.593
C 3.402 1.372 -1.776
C 3.798 1.138 -0.464
C 4.903 1.841 0.003
C 5.598 2.726 -0.806
Si 2.842 -0.117 0.646
C 3.602 -1.764 0.039
C 4.551 -2.402 0.826
C 5.166 -3.569 0.417
C 4.836 -4.130 -0.804
C 3.886 -3.515 -1.600
C 3.272 -2.349 -1.178
H 5.717 3.630 -2.753
H 3.759 2.421 -3.614
H 2.545 0.840 -2.169
H 5.222 1.687 1.025
H 6.467 3.251 -0.429
H 3.604 0.067 1.941
H 4.818 -1.961 1.775
H 5.917 -4.032 1.041
H 5.317 -5.041 -1.133
H 3.634 -3.954 -2.556
H 2.521 -1.889 -1.812
O 0.132 0.409 -1.966
S -0.400 1.217 -3.084
C -1.588 0.144 -4.026
C -0.783 -0.612 -5.069
C 0.184 0.417 -5.646
C 0.860 1.054 -4.448
H -2.282 0.846 -4.489
H -2.134 -0.489 -3.328
H -1.428 -1.052 -5.833
H -0.221 -1.417 -4.592
H -0.375 1.162 -6.217
H 0.922 -0.043 -6.307
H 1.267 2.044 -4.647
H 1.641 0.409 -4.046

Record 2
Entry from OMol25: C53H51KN6O2SSiTe as an isolated structure (ωB97M-V/def2-TZVPD).

Lowest unoccupied orbital energy   2.7990 eV
Total charge   -2
Frontier orbital gap   3.85 eV
Calculated total energy   -4084.79293 Eh
ΔE to the lowest compared entry with this formula, charge and spin   121.2 kcal per mole
HOMO level   -1.05 eV

Atoms and positions in Å:
K 0.158 -0.616 0.747
N 0.252 -1.224 -3.363
C -0.510 -0.422 -4.308
C -0.694 1.011 -3.809
C 0.622 1.778 -3.707
C 0.418 3.206 -3.193
N 0.594 3.249 -1.754
H 0.303 -2.180 -3.711
H -0.258 -1.286 -2.482
H -1.509 -0.846 -4.519
H 0.045 -0.407 -5.256
H -1.172 0.982 -2.829
H -1.370 1.527 -4.501
H 1.102 1.801 -4.689
H 1.278 1.260 -3.011
H -0.574 3.568 -3.521
H 1.171 3.875 -3.628
H 0.033 2.532 -1.308
H 0.294 4.141 -1.379
S 5.608 5.741 2.554
N 5.702 4.349 1.664
C 4.477 3.835 1.585
C 4.113 2.632 0.913
C 5.040 1.843 0.227
C 4.613 0.697 -0.401
C 3.257 0.361 -0.308
N 2.370 1.067 0.341
C 2.754 2.198 0.951
C 1.770 2.961 1.659
N 0.505 2.513 1.681
C -0.402 3.204 2.322
C -0.142 4.404 2.998
C 1.143 4.892 2.988
C 2.134 4.178 2.310
C 3.492 4.607 2.269
N 3.981 5.700 2.850
H 6.075 2.155 0.208
H 5.302 0.061 -0.937
H 2.885 -0.536 -0.795
H -1.405 2.798 2.295
H -0.937 4.925 3.511
H 1.411 5.815 3.484
O -0.025 -3.059 0.343
O -0.609 -2.140 -0.680
C -5.809 1.397 3.940
C -6.402 1.545 2.698
C -5.634 1.452 1.551
C -4.265 1.199 1.603
C -3.692 1.051 2.861
C -4.448 1.154 4.017
Si -3.205 1.009 -0.010
C -4.176 -0.302 -0.982
C -4.124 -0.355 -2.374
C -4.725 -1.375 -3.084
C -5.389 -2.392 -2.416
C -5.431 -2.373 -1.031
C -4.834 -1.344 -0.330
C -3.716 2.675 -0.858
C -2.977 3.828 -0.600
C -3.263 5.033 -1.214
C -4.300 5.119 -2.129
C -5.053 3.990 -2.399
C -4.766 2.793 -1.769
H -6.411 1.466 4.836
H -7.469 1.722 2.629
H -6.112 1.562 0.590
H -2.633 0.833 2.935
H -3.974 1.032 4.983
H -3.600 0.425 -2.910
H -4.672 -1.388 -4.167
H -5.854 -3.199 -2.970
H -5.927 -3.176 -0.499
H -4.871 -1.346 0.752
H -2.155 3.771 0.102
H -2.670 5.911 -0.990
H -4.516 6.055 -2.628
H -5.870 4.045 -3.109
H -5.375 1.926 -1.987
C 5.493 -8.011 0.471
C 4.504 -6.922 0.158
C 4.607 -6.153 -0.991
C 3.711 -5.125 -1.244
C 3.835 -4.321 -2.500
C 2.669 -4.837 -0.352
Te 1.362 -3.278 -1.058
C 2.547 -5.631 0.792
C 1.444 -5.412 1.783
C 3.460 -6.648 1.033
H 6.272 -8.064 -0.288
H 4.994 -8.980 0.528
H 5.965 -7.819 1.436
H 5.394 -6.363 -1.709
H 4.652 -4.680 -3.128
H 4.003 -3.263 -2.278
H 2.904 -4.377 -3.072
H 0.663 -4.785 1.370
H 1.830 -4.926 2.682
H 1.008 -6.366 2.080
H 3.356 -7.259 1.925
C 3.898 -2.923 4.561
C 3.718 -2.269 3.331
C 2.490 -1.786 2.970
C 1.366 -1.939 3.806
C 0.094 -1.442 3.436
C -0.952 -1.674 4.293
C -0.787 -2.347 5.517
C 0.443 -2.811 5.895
C 1.553 -2.625 5.049
C 2.835 -3.093 5.402
H 4.880 -3.293 4.839
H 4.568 -2.149 2.671
H 2.360 -1.270 2.026
H -1.948 -1.335 4.037
H -1.639 -2.487 6.177
H 0.579 -3.330 6.840
H 2.957 -3.594 6.359

Record 3
Entry from OMol25: C53H54N4O2P2S2Zr as an isolated structure (ωB97M-V/def2-TZVPD).

Lowest unoccupied orbital energy   -5.8745 eV
Total charge   +2
Frontier orbital gap   5.92 eV
Calculated total energy   -3947.46952 Eh
ΔE to the lowest compared entry with this formula, charge and spin   9.3 kcal per mole
HOMO level   -11.80 eV

Atoms and positions in Å:
Zr 0.504 -1.609 0.533
C -7.317 10.016 0.377
O -7.231 8.999 -0.621
C -6.452 7.938 -0.373
C -6.400 6.966 -1.377
C -5.618 5.848 -1.216
C -4.867 5.667 -0.050
C -4.940 6.628 0.950
C -5.726 7.759 0.803
C -4.043 4.469 0.087
N -4.149 3.375 -0.640
C -3.186 2.537 -0.163
C -2.480 3.107 0.865
N -3.038 4.352 1.013
C -1.435 2.435 1.552
C -0.687 2.966 2.620
C 0.274 2.200 3.221
C 0.511 0.918 2.735
N -0.147 0.399 1.708
C -1.137 1.131 1.130
C -1.902 0.502 0.086
N -1.610 -0.795 -0.198
C -2.336 -1.410 -1.124
C -3.361 -0.781 -1.831
C -3.652 0.528 -1.562
C -2.919 1.194 -0.568
H -7.949 10.792 -0.038
H -6.333 10.430 0.598
H -7.770 9.629 1.291
H -6.986 7.120 -2.276
H -5.576 5.092 -1.991
H -4.404 6.498 1.887
H -5.783 8.481 1.607
H -2.772 5.072 1.662
H -0.878 3.976 2.969
H 0.852 2.569 4.059
H 1.256 0.295 3.195
H -2.093 -2.443 -1.307
H -3.912 -1.340 -2.577
H -4.439 1.064 -2.081
S -0.313 -3.872 0.026
C 1.113 -4.486 -0.845
C 0.905 -5.615 -1.643
C 1.969 -6.263 -2.247
C 3.264 -5.787 -2.057
C 3.477 -4.649 -1.302
C 2.413 -3.975 -0.696
S 2.822 -2.532 0.253
H -0.106 -5.994 -1.758
H 1.790 -7.149 -2.845
H 4.108 -6.307 -2.497
H 4.480 -4.259 -1.168
O 0.658 -1.498 -1.536
P 1.434 -0.776 -2.662
C 3.136 -1.227 -2.945
C 4.184 -0.359 -2.633
C 5.484 -0.704 -2.966
C 5.738 -1.906 -3.617
C 4.695 -2.768 -3.936
C 3.392 -2.431 -3.607
C 0.613 -1.091 -4.208
C 1.149 -0.591 -5.400
C 0.558 -0.923 -6.607
C -0.546 -1.771 -6.629
C -1.065 -2.284 -5.449
C -0.488 -1.945 -4.232
C 1.403 0.947 -2.178
C 1.058 1.988 -3.030
C 1.039 3.293 -2.548
C 1.376 3.556 -1.227
C 1.728 2.517 -0.372
C 1.735 1.219 -0.849
H 3.989 0.584 -2.137
H 6.297 -0.030 -2.731
H 6.755 -2.168 -3.885
H 4.897 -3.702 -4.445
H 2.578 -3.098 -3.870
H 2.031 0.042 -5.382
H 0.965 -0.536 -7.534
H -0.994 -2.041 -7.577
H -1.916 -2.955 -5.478
H -0.870 -2.354 -3.306
H 0.792 1.785 -4.063
H 0.760 4.104 -3.208
H 1.369 4.576 -0.861
H 2.005 2.725 0.655
H 2.036 0.411 -0.181
C 2.851 -1.021 5.169
C 2.907 -1.479 3.710
C 3.415 -0.331 2.809
P 1.405 -2.436 3.078
C -0.006 -2.557 4.302
C -1.178 -3.211 3.557
C -0.531 -1.280 4.962
C 2.146 -4.154 3.230
C 2.640 -4.452 4.650
C 1.294 -5.340 2.770
H 3.863 -0.792 5.514
H 2.436 -1.776 5.838
H 2.263 -0.108 5.279
H 3.661 -2.254 3.634
H 3.142 0.651 3.199
H 3.069 -0.403 1.778
H 4.506 -0.353 2.766
H 0.329 -3.234 5.087
H -1.508 -2.583 2.724
H -2.035 -3.310 4.228
H -0.943 -4.196 3.159
H -1.028 -0.635 4.239
H 0.233 -0.710 5.483
H -1.286 -1.558 5.703
H 3.004 -4.071 2.565
H 1.808 -4.550 5.352
H 3.348 -3.729 5.050
H 3.149 -5.419 4.628
H 0.604 -5.656 3.560
H 1.956 -6.187 2.564
H 0.720 -5.144 1.871

Record 4
Entry from OMol25: C53H55BrFN4O3P2ScSi as an isolated structure (ωB97M-V/def2-TZVPD).

Lowest unoccupied orbital energy   0.2501 eV
Frontier orbital gap   7.52 eV
Calculated total energy   -6904.36657 Eh
ΔE to the lowest compared entry with this formula, charge and spin   11.5 kcal per mole
HOMO level   -7.27 eV

Atoms and positions in Å:
Sc 0.587 -1.148 0.750
O 2.859 2.189 1.635
C 2.502 2.575 2.879
C 3.368 3.417 3.574
C 3.052 3.848 4.849
C 1.871 3.443 5.460
C 1.014 2.605 4.767
C 1.305 2.167 3.480
C 0.309 1.296 2.743
O 0.920 0.444 1.839
N -0.625 2.170 2.042
N -1.777 1.618 1.661
C -2.648 2.339 1.070
C -3.897 1.770 0.577
Br -4.077 -0.115 0.751
C -4.883 2.443 -0.021
C -4.938 3.907 -0.202
C -4.656 4.797 0.834
C -4.726 6.167 0.628
C -5.090 6.670 -0.613
C -5.396 5.793 -1.645
C -5.328 4.425 -1.438
H 2.231 1.482 1.367
H 4.288 3.717 3.089
H 3.737 4.502 5.375
H 1.626 3.772 6.461
H 0.088 2.275 5.228
H -0.270 0.712 3.474
H -0.571 3.170 2.189
H -2.469 3.392 0.848
H -5.708 1.876 -0.437
H -4.402 4.410 1.812
H -4.506 6.844 1.444
H -5.145 7.739 -0.772
H -5.690 6.177 -2.613
H -5.569 3.744 -2.245
C 3.890 -1.744 -2.928
Si 3.536 -1.193 -1.146
C 3.928 -2.651 -0.036
C 4.738 0.162 -0.668
N 1.880 -0.690 -0.936
C 1.395 0.341 -1.726
C 2.087 1.032 -2.738
C 1.491 2.034 -3.492
C 0.174 2.415 -3.283
C -0.552 1.767 -2.291
C 0.077 0.788 -1.573
F -0.680 0.128 -0.609
H 4.450 -2.684 -2.933
H 4.490 -1.012 -3.473
H 2.973 -1.896 -3.503
H 4.853 -3.113 -0.391
H 3.156 -3.421 -0.017
H 4.097 -2.331 0.992
H 5.768 -0.200 -0.745
H 4.564 0.467 0.366
H 4.649 1.056 -1.287
H 3.118 0.779 -2.943
H 2.078 2.528 -4.256
H -0.282 3.198 -3.873
H -1.587 2.000 -2.073
N -1.840 -2.490 3.939
C -0.860 -2.269 3.055
O -1.129 -1.749 1.960
C 0.559 -2.633 3.406
C 1.411 -2.756 2.139
H -2.771 -2.179 3.716
H -1.649 -2.906 4.832
H 0.548 -3.510 4.067
H 0.923 -1.798 4.018
H 1.325 -3.774 1.735
H 2.461 -2.619 2.405
C 0.892 -4.105 -1.710
P -0.494 -3.036 -1.135
C -1.807 -4.238 -0.742
C -2.757 -4.690 -1.654
C -3.680 -5.655 -1.283
C -3.655 -6.190 -0.001
C -2.706 -5.753 0.911
C -1.793 -4.775 0.543
C -1.092 -2.129 -2.597
C -0.225 -1.708 -3.600
C -0.669 -0.881 -4.620
C -1.986 -0.452 -4.644
C -2.854 -0.842 -3.633
C -2.408 -1.666 -2.612
P 0.522 -5.538 -2.824
C 0.662 -4.731 -4.469
C 1.867 -4.282 -5.007
C 1.895 -3.627 -6.227
C 0.714 -3.414 -6.930
C -0.488 -3.870 -6.413
C -0.510 -4.532 -5.192
C 2.130 -6.422 -2.740
C 3.301 -5.910 -2.182
C 4.470 -6.657 -2.178
C 4.487 -7.927 -2.737
C 3.328 -8.451 -3.290
C 2.158 -7.707 -3.280
H 1.306 -4.529 -0.790
H 1.660 -3.439 -2.112
H -2.776 -4.287 -2.659
H -4.416 -5.999 -1.998
H -4.374 -6.947 0.284
H -2.680 -6.168 1.910
H -1.055 -4.426 1.257
H 0.811 -2.014 -3.590
H 0.024 -0.565 -5.390
H -2.332 0.199 -5.437
H -3.880 -0.494 -3.628
H -3.089 -1.940 -1.816
H 2.795 -4.443 -4.468
H 2.838 -3.281 -6.631
H 0.736 -2.899 -7.881
H -1.409 -3.711 -6.959
H -1.449 -4.893 -4.788
H 3.313 -4.922 -1.738
H 5.369 -6.245 -1.738
H 5.400 -8.509 -2.735
H 3.331 -9.445 -3.720
H 1.249 -8.126 -3.698